A molecular structure, C31H46ClN5O6PRe, computed with ωB97M-V/def2-TZVPD.

CARTESIAN COORDINATES (ANGSTROEM)
Re1 -0.361719 0.453558 -1.494153
O1 4.027208 4.298784 -1.824657
C1 4.557773 3.123266 -1.602976
O2 5.749764 2.958013 -1.459029
C2 3.608869 1.969161 -1.557090
C3 3.963424 0.642062 -1.414333
Cl1 5.477895 0.022234 -0.954563
N1 2.831204 -0.117882 -1.478523
N2 1.754271 0.691748 -1.626601
C4 2.207042 1.937316 -1.686730
C5 1.194509 3.052184 -1.677981
O3 1.605522 4.218554 -1.862911
O4 0.010206 2.712682 -1.445490
C6 2.721530 -1.530169 -1.473469
C7 3.658869 -2.310559 -2.150600
C8 3.602726 -3.689840 -2.067332
C9 2.595291 -4.312003 -1.343432
C10 1.625303 -3.533751 -0.731166
C11 1.680234 -2.151612 -0.793115
H1 2.991342 4.268190 -1.834728
H2 4.416867 -1.846092 -2.761243
H3 4.347827 -4.281979 -2.583228
H4 2.561364 -5.391483 -1.273508
H5 0.808702 -3.998657 -0.193081
H6 0.904029 -1.550846 -0.333886
O5 -2.805677 -1.827994 -1.067822
C12 -3.255227 -0.700796 -1.193645
C13 -4.748574 -0.387795 -1.239701
C14 -4.801934 1.129628 -1.286832
C15 -3.333814 1.554061 -1.401500
O6 -2.985073 2.704612 -1.532152
N3 -2.519565 0.445083 -1.315731
H7 -5.233215 -0.824633 -0.366603
H8 -5.173652 -0.858453 -2.127668
H9 -5.210696 1.572750 -0.377900
H10 -5.356792 1.527085 -2.135669
C16 0.709021 -1.440881 -4.808485
C17 -0.565172 -1.564415 -3.956161
C18 -1.796214 -1.230320 -4.815448
C19 -0.694931 -2.996467 -3.417825
N4 -0.496642 -0.624137 -2.892432
H11 0.666302 -2.114723 -5.667363
H12 1.580721 -1.693384 -4.201219
H13 0.816313 -0.415137 -5.165669
H14 -1.814805 -1.846405 -5.717637
H15 -1.772012 -0.177159 -5.098437
H16 -2.702279 -1.416317 -4.236397
H17 -0.854349 -3.700245 -4.239164
H18 -1.531804 -3.039230 -2.720558
H19 0.214032 -3.271458 -2.884761
C20 -2.957523 -0.174089 2.166266
C21 -1.578807 -0.703953 2.580473
C22 -1.582532 -1.020687 4.076100
C23 -1.342649 -1.978495 1.759069
P1 -0.302947 0.597551 1.999924
N5 -0.180039 0.578560 0.466167
C24 1.380538 0.226224 2.854497
C25 2.471642 0.949108 2.049268
C26 1.651251 -1.276890 2.724946
C27 1.464375 0.600897 4.334897
C28 -0.871835 2.336035 2.562847
C29 -1.389334 2.424720 3.998979
C30 0.323651 3.278434 2.380017
C31 -1.943444 2.816325 1.574289
H20 -3.691925 -0.981438 2.242693
H21 -2.930624 0.161128 1.127424
H22 -3.295487 0.642614 2.802915
H23 -2.418971 -1.693146 4.292643
H24 -1.709403 -0.123447 4.683325
H25 -0.669267 -1.524308 4.392261
H26 -2.221686 -2.624784 1.839034
H27 -0.480249 -2.548104 2.101985
H28 -1.214284 -1.735750 0.703461
H29 2.187541 0.980918 0.997280
H30 3.419635 0.408431 2.130795
H31 2.644568 1.968439 2.387888
H32 1.531048 -1.602997 1.695426
H33 1.000474 -1.867997 3.367496
H34 2.684220 -1.480815 3.022397
H35 1.413121 1.677064 4.491791
H36 2.425385 0.256872 4.731095
H37 0.673713 0.126899 4.918027
H38 -0.664882 2.053737 4.724418
H39 -2.319913 1.872010 4.128620
H40 -1.594751 3.472836 4.238227
H41 1.096749 3.133425 3.132959
H42 -0.018671 4.313703 2.457127
H43 0.755908 3.149842 1.386261
H44 -2.917191 2.363185 1.750359
H45 -1.640222 2.612413 0.547078
H46 -2.061214 3.899404 1.669855

Atomic forces in eV per Å
Re -1.2252 -1.0882 -1.6934
O 0.5656 -0.1019 0.1410
C 0.1437 0.2706 0.0775
O 0.0081 -0.1306 -0.0308
C 0.1435 -0.1191 -0.1860
C -0.3215 0.1328 0.2489
Cl -0.0803 -0.2189 -0.1750
N 0.2650 0.3945 -0.0574
N 0.3412 0.2776 -0.0698
C 0.0520 -0.1799 0.3342
C -0.3300 0.0471 0.0352
O -0.4089 -0.1456 0.0958
O 0.1853 -0.4599 -0.1882
C -0.0445 -0.7754 0.0511
C -0.1007 0.2924 -0.0249
C -0.0124 -0.1286 -0.0290
C 0.0036 0.1043 0.0110
C 0.0229 -0.1490 0.0621
C 0.0219 0.2662 0.1153
H -0.1579 0.1810 -0.2071
H 0.1085 0.1051 0.0345
H -0.0072 0.0147 -0.0135
H -0.0285 -0.0002 -0.0130
H -0.0160 0.0127 -0.0119
H 0.0960 0.0307 0.0776
O -0.1328 0.0253 -0.0587
C 0.0361 0.0258 -0.0371
C 0.0278 0.0300 0.0210
C 0.0684 -0.0510 -0.0088
C -0.3261 -0.1344 -0.0666
O 0.0589 -0.0168 -0.0325
N 0.4732 0.1177 0.1704
H 0.0178 -0.0475 -0.0077
H 0.0144 -0.0419 0.0218
H -0.0212 0.0353 -0.0131
H 0.0109 0.0624 0.0247
C -0.1203 0.1066 0.1465
C -0.0457 -0.4282 -0.3874
C 0.1078 0.0598 0.1488
C -0.0128 0.2149 0.0115
N 0.4243 1.5153 1.3175
H 0.0049 -0.0266 0.0143
H 0.0207 0.0012 -0.0382
H 0.0251 -0.0061 -0.0136
H -0.0202 -0.0288 0.0163
H -0.0183 -0.0084 -0.0223
H -0.0307 0.0272 -0.0252
H 0.0074 -0.0107 0.0052
H -0.0031 -0.0553 -0.0066
H 0.0051 -0.0606 -0.0297
C -0.0019 -0.0061 -0.0228
C 0.2565 0.2358 -0.0588
C -0.0228 0.0333 -0.0257
C 0.0804 -0.0517 -0.0085
P -0.1754 0.1676 0.1778
N 0.2955 -0.0763 0.1624
C -0.2998 0.0373 -0.1639
C 0.0521 -0.0262 -0.0437
C 0.0097 0.0565 0.0519
C -0.0120 -0.0002 -0.0309
C 0.0566 -0.3205 -0.0696
C 0.0280 0.0051 -0.0220
C 0.0374 -0.0046 -0.0360
C 0.0328 -0.0177 -0.0537
H 0.0313 -0.0464 0.0252
H -0.0470 0.0314 0.1428
H -0.0146 -0.0184 -0.0332
H -0.0074 -0.0073 0.0068
H -0.0130 -0.0794 0.0305
H -0.0504 0.0001 0.0292
H -0.0087 0.0189 0.0147
H -0.0251 0.0078 0.0128
H -0.0637 -0.0615 0.0374
H 0.0475 0.0170 -0.0637
H -0.0173 -0.0062 0.0587
H -0.0274 -0.0059 -0.0185
H 0.0213 -0.0929 0.0001
H 0.0522 -0.0259 -0.0559
H 0.0065 0.0349 0.0154
H 0.0175 -0.0322 0.0281
H 0.0042 -0.0014 0.0049
H 0.0686 0.0310 0.0397
H -0.0721 0.0513 0.0269
H 0.0107 0.0449 0.0256
H -0.0053 0.0129 -0.0060
H -0.0017 0.0155 -0.0271
H -0.0524 -0.0122 0.0183
H 0.0281 0.0445 0.0139
H 0.0237 0.0211 -0.0289
H -0.0450 0.0833 0.0488
H 0.0067 0.0052 0.0622

Spin multiplicity: 2
Charge: -1
E_HOMO (spin up / spin down) in eV: -3.5 / -4.0
LUMO level (spin up / spin down) in eV: 2.42 / 2.40
⟨S²⟩: 0.76
Gap between HOMO and LUMO (spin up / spin down) in Ha: 0.21708 / 0.23420
Relative energy (zero: lowest compared OMol25 entry of this formula, charge and spin) in kcal per mole: 0.0